ORCA calculation (ωB97M-V with the def2-TZVPD basis set) on a molecular structure, C2H10O5 in a non-equilibrium geometry.

Geometry (Å):
H 1.41 -0.68 -0.61
O 2.20 -1.01 -1.52
O 0.85 -0.48 0.52
H 2.10 -0.18 -2.09
H 2.15 -1.78 -1.97
C 0.37 0.78 0.69
O 0.29 1.65 -0.10
C -0.20 0.67 2.14
H -0.05 -0.34 2.50
H 0.44 1.16 2.70
H -1.23 1.02 2.10
O -0.65 -2.54 -0.74
H -0.85 -1.66 -0.35
H -0.62 -3.21 0.01
O -2.70 1.56 -0.42
H -2.18 1.30 -1.20
H -2.07 2.19 -0.01

The value obtained for the max |F| is 0.1233 hartree/bohr. The LUMO energy is 0.0007 hartree. As for the energy above the lowest of the compared OMol25 structures with the same formula, charge and spin: 215.9 kJ/mol. The calculation puts the calculated total energy at -12472.6019 eV. The calculation puts the frontier orbital gap at 10.027 eV. The spin multiplicity is 1.

---

ORCA calculation (ωB97M-V with the def2-TZVPD basis set) on 10 unconnected molecules or ions with the total composition H22O11 in a non-equilibrium geometry.

Geometry (Å):
H -0.73 -0.91 -0.07
H 0.24 -0.04 -0.91
H -0.74 1.82 2.86
H -0.35 0.37 2.62
H 1.98 2.03 0.26
H 1.53 0.90 -0.76
H 3.06 -0.50 -2.75
H 1.79 -0.92 -3.60
H -0.37 5.31 0.07
H -0.34 3.87 -0.47
H -3.82 -0.76 1.95
H -5.35 -0.90 1.86
H 0.43 0.77 -3.96
H -0.25 1.38 -2.75
H -2.15 -0.62 -1.46
H -3.56 -0.96 -1.02
H 2.74 -5.32 -0.32
H 2.07 -4.01 -0.33
H 0.25 -1.91 1.23
H 0.36 -2.99 0.23
H 2.14 0.98 4.04
H 1.39 2.14 3.20
O -0.09 -0.22 -0.09
O 0.01 1.24 2.63
O 1.71 1.85 -0.59
O 2.08 -0.66 -2.71
O -0.77 4.50 0.17
O -4.57 -0.42 1.54
O -0.32 1.20 -3.69
O -2.64 -1.07 -0.72
O 2.69 -4.50 -0.82
O 0.08 -2.86 1.09
O 1.49 1.19 3.27

The value obtained for the max |F| is 0.2874 hartree/bohr. The LUMO energy is 0.0033 hartree. As for the energy above the lowest of the compared OMol25 structures with the same formula, charge and spin: 776.4 kJ/mol. The calculation puts the calculated total energy at -22873.4666 eV. The calculation puts the frontier orbital gap at 7.567 eV. The spin multiplicity is 1.

---

ORCA calculation (ωB97M-V with the def2-TZVPD basis set) on C7H13NO in the gas phase in a non-equilibrium geometry.

Geometry (Å):
C -1.08 1.78 0.63
C -1.18 0.36 0.14
C -2.60 -0.13 -0.02
C -0.16 -0.51 -0.01
C -0.35 -1.96 -0.33
C 1.14 0.11 -0.24
O 1.30 1.20 -1.09
C 2.25 -0.39 0.35
N 3.47 0.26 0.38
H -1.42 2.48 -0.14
H -1.73 1.91 1.49
H -0.07 2.05 0.91
H -3.30 0.70 0.01
H -2.86 -0.81 0.79
H -2.73 -0.66 -0.96
H -0.99 -2.09 -1.21
H 0.61 -2.44 -0.53
H -0.85 -2.47 0.49
H 0.52 1.25 -1.66
H 2.20 -1.31 0.92
H 4.28 -0.34 0.40
H 3.53 1.00 -0.30

The value obtained for the max |F| is 0.0439 hartree/bohr. The LUMO energy is 0.0314 hartree. As for the energy above the lowest of the compared OMol25 structures with the same formula, charge and spin: 137.8 kJ/mol. The calculation puts the calculated total energy at -11006.3248 eV. The calculation puts the frontier orbital gap at 7.955 eV. The spin multiplicity is 1. As for the SMILES: CC(C)=C(C)/C(O)=C/N.

---

ORCA calculation (ωB97M-V with the def2-TZVPD basis set) on a gas-phase ion, C22H31N2O5S (charge +1).

Geometry (Å):
C 5.64 0.07 4.00
H 5.55 0.51 3.01
H 6.43 0.59 4.52
C 4.33 0.17 4.78
C 3.20 -0.65 4.17
C 2.79 -0.14 2.79
H 2.68 0.94 2.86
H 3.57 -0.36 2.06
C 1.47 -0.74 2.28
C 1.04 -0.12 0.97
C 1.24 1.17 0.63
S 0.40 1.61 -0.82
C -0.24 0.00 -0.94
N 0.21 -0.78 0.08
N -1.03 -0.43 -1.90
H -1.16 -1.44 -1.91
C -1.54 0.24 -3.02
C -1.91 -0.54 -4.11
C -2.43 0.03 -5.25
C -2.60 1.41 -5.33
C -2.25 2.19 -4.23
C -1.73 1.62 -3.09
H -1.50 2.26 -2.25
H -2.40 3.26 -4.29
O -3.07 2.09 -6.39
C -3.52 1.41 -7.55
C -4.92 0.81 -7.38
H -5.24 0.36 -8.31
H -5.62 1.60 -7.11
H -4.93 0.06 -6.59
H -3.55 2.18 -8.32
H -2.80 0.64 -7.85
H -2.70 -0.62 -6.08
H -1.78 -1.61 -4.06
H -1.12 -2.05 1.95
H 1.82 1.91 1.14
C 0.28 -0.32 3.19
O -0.71 -1.01 3.29
O 0.45 0.84 3.75
C -0.62 1.38 4.54
C -1.62 2.12 3.66
H -1.13 2.90 3.09
H -2.38 2.57 4.29
H -2.11 1.43 2.98
H -1.11 0.57 5.08
H -0.13 2.06 5.24
C 1.54 -2.28 2.21
H 0.87 -2.71 2.96
H 2.55 -2.60 2.45
C 1.19 -2.84 0.84
C -0.10 -2.23 0.27
O -1.22 -2.39 1.03
O -0.37 -2.80 -0.97
H -1.01 -3.51 -0.83
H 1.04 -3.92 0.91
H 1.98 -2.65 0.12
H 2.34 -0.61 4.84
H 3.52 -1.69 4.12
H 4.03 1.22 4.83
H 4.50 -0.18 5.79
H 5.93 -0.98 3.89

The net charge is +1. The value obtained for the max |F| is 0.0185 hartree/bohr. The LUMO energy is -0.0913 hartree. As for the energy above the lowest of the compared OMol25 structures with the same formula, charge and spin: 0.0 kJ/mol. The calculation puts the calculated total energy at -47365.4861 eV. The calculation puts the frontier orbital gap at 8.198 eV. The spin multiplicity is 1.

---

ORCA calculation (ωB97M-V with the def2-TZVPD basis set) on 7 unconnected molecules or ions with the total composition C36H90N12O13P4 in a non-equilibrium geometry.

Geometry (Å):
C -5.64 -1.59 2.17
C -7.02 -1.31 2.77
C -7.15 -0.91 4.25
O -7.97 0.28 4.16
C -8.09 0.69 2.86
O -8.58 1.73 2.44
O -7.64 -0.31 2.07
H -5.74 -1.79 1.10
H -5.15 -2.45 2.62
H -5.01 -0.71 2.20
H -7.70 -2.15 2.64
H -6.17 -0.71 4.68
H -7.56 -1.57 5.02
C -3.98 2.69 2.79
C -5.12 2.63 1.76
C -5.71 4.02 1.44
O -5.11 4.37 0.26
C -4.46 3.29 -0.16
O -3.90 3.35 -1.25
O -4.35 2.33 0.62
H -4.15 3.34 3.65
H -2.96 2.90 2.45
H -3.90 1.66 3.11
H -5.86 1.87 1.97
H -5.58 4.77 2.22
H -6.77 3.83 1.26
C -6.32 1.09 -2.59
C -7.25 0.25 -3.56
C -6.50 -0.19 -4.81
O -6.14 -1.52 -4.38
C -6.84 -1.93 -3.39
O -7.06 -3.17 -3.15
O -7.55 -0.94 -2.88
H -5.56 0.47 -2.10
H -6.91 1.54 -1.79
H -5.76 1.91 -3.04
H -8.19 0.79 -3.67
H -5.64 0.46 -4.97
H -7.03 -0.36 -5.75
O -0.24 -0.57 1.29
P -0.54 -1.89 0.74
N 0.46 -2.61 -0.42
C 1.86 -2.61 -0.22
C 0.04 -3.49 -1.51
N -2.07 -1.73 -0.09
C -3.12 -2.76 -0.24
C -2.28 -0.39 -0.77
N -0.92 -3.04 1.92
C -1.56 -2.68 3.13
C -0.93 -4.46 1.61
H 2.28 -3.57 0.07
H 2.23 -1.86 0.49
H 2.35 -2.40 -1.17
H 0.13 -4.57 -1.37
H 0.60 -3.27 -2.42
H -0.96 -3.27 -1.86
H -4.05 -2.19 -0.29
H -2.98 -3.57 -0.96
H -3.29 -3.19 0.75
H -3.32 -0.11 -0.57
H -1.68 0.47 -0.50
H -1.96 -0.43 -1.81
H -0.97 -1.82 3.46
H -2.62 -2.43 3.01
H -1.40 -3.55 3.76
H -1.84 -4.94 1.99
H -0.29 -4.96 2.32
H -0.64 -4.70 0.59
O -0.88 -2.33 -5.59
P 0.59 -1.91 -5.78
N 1.36 -1.22 -4.34
C 0.51 -0.37 -3.56
C 2.82 -0.95 -4.27
N 0.84 -0.74 -7.00
C -0.39 -0.47 -7.68
C 2.18 -0.32 -7.50
N 1.66 -3.17 -6.18
C 2.15 -4.14 -5.19
C 1.52 -3.67 -7.69
H -0.54 -0.67 -3.68
H 0.59 0.69 -3.82
H 0.68 -0.49 -2.50
H 3.04 -0.06 -4.86
H 3.37 -1.75 -4.77
H 3.21 -0.97 -3.25
H -1.25 -0.85 -7.13
H -0.51 0.62 -7.72
H -0.29 -0.83 -8.70
H 2.09 -0.44 -8.58
H 2.36 0.71 -7.23
H 2.95 -0.99 -7.12
H 3.16 -3.86 -4.89
H 1.50 -4.10 -4.32
H 2.29 -5.18 -5.47
H 0.52 -4.09 -7.75
H 2.33 -4.31 -8.03
H 1.64 -2.82 -8.36
O 7.30 3.35 0.74
P 7.04 1.87 0.56
N 8.06 1.11 -0.66
C 7.64 0.89 -2.03
C 9.48 1.05 -0.30
N 5.46 1.55 0.02
C 4.88 0.26 0.01
C 4.79 2.63 -0.78
N 7.13 1.05 2.06
C 6.93 1.74 3.32
C 7.07 -0.44 2.23
H 8.35 1.14 -2.82
H 6.65 1.33 -2.14
H 7.51 -0.19 -2.04
H 9.56 1.03 0.78
H 10.00 1.95 -0.62
H 9.97 0.17 -0.73
H 5.67 -0.49 -0.07
H 4.31 0.23 0.94
H 4.34 -0.08 -0.87
H 4.21 3.31 -0.16
H 5.52 3.32 -1.21
H 4.33 2.13 -1.63
H 6.08 2.41 3.23
H 6.74 0.97 4.08
H 7.87 2.27 3.45
H 7.78 -0.71 3.01
H 7.34 -0.95 1.31
H 6.08 -0.60 2.66
O 2.22 3.97 4.77
P 1.35 2.82 4.82
N 2.04 1.62 5.87
C 3.28 2.06 6.58
C 1.54 0.28 6.04
N 1.22 2.07 3.23
C 0.30 2.61 2.21
C 2.32 1.30 2.67
N -0.25 3.13 5.34
C -0.71 4.55 5.29
C -1.34 2.13 5.50
H 3.20 1.63 7.58
H 3.62 3.09 6.47
H 4.11 1.41 6.29
H 2.29 -0.48 5.85
H 0.83 0.07 5.24
H 1.08 -0.11 6.95
H -0.50 3.25 2.55
H 0.84 3.00 1.34
H -0.12 1.72 1.73
H 2.97 1.13 3.52
H 1.98 0.50 2.01
H 2.88 2.08 2.15
H -0.30 5.15 6.10
H -0.21 5.01 4.44
H -1.76 4.84 5.31
H -1.76 1.63 4.63
H -2.10 2.53 6.16
H -0.89 1.33 6.09

The net charge is -1. As for the expectation value of S²: 0.7506. The value obtained for the max |F| is 0.1707 hartree/bohr. The LUMO energy (alpha / beta) is 0.0623 / 0.0602 hartree. The calculation puts the calculated total energy at -120444.7597 eV. The calculation puts the frontier orbital gap (alpha / beta) at 1.246 / 7.753 eV. The spin multiplicity is 2.

---

ORCA calculation (ωB97M-V with the def2-TZVPD basis set) on 2 unconnected molecules or ions with the total composition C4H5N in a non-equilibrium geometry.

Geometry (Å):
C -1.05 0.37 -0.02
C 2.36 -0.22 -0.03
C 1.59 0.77 0.23
C -2.24 -0.49 0.00
N -2.04 1.06 -0.08
H 3.39 -0.25 -0.01
H 1.93 -1.33 -0.17
H 1.27 1.76 0.20
H -2.60 -0.88 -0.98
H -2.60 -0.77 0.87

The value obtained for the max |F| is 0.1123 hartree/bohr. The LUMO energy (alpha / beta) is -0.0367 / 0.0043 hartree. As for the energy above the lowest of the compared OMol25 structures with the same formula, charge and spin: 722.9 kJ/mol. The calculation puts the calculated total energy at -5711.3539 eV. The calculation puts the frontier orbital gap (alpha / beta) at 7.182 / 9.072 eV. The spin multiplicity is 1.

---

ORCA calculation (ωB97M-V with the def2-TZVPD basis set) on 3 unconnected molecules or ions with the total composition C26H54N4O4P in a non-equilibrium geometry.

Geometry (Å):
C -0.61 -4.86 4.18
C 0.30 -4.29 3.14
O 1.24 -3.56 3.41
O 0.04 -4.57 1.82
C 0.25 -5.96 1.47
C 1.36 -6.09 0.41
C 1.62 -4.80 -0.38
P 2.88 -3.75 0.33
N 4.24 -4.67 0.62
N 3.34 -2.61 -0.77
C 3.02 -1.37 -0.56
C 3.90 -0.32 -1.15
C 1.82 -0.89 0.16
H -0.63 -4.16 5.01
H -1.61 -5.01 3.81
H -0.19 -5.80 4.52
H 0.56 -6.50 2.36
H -0.67 -6.39 1.10
H 2.27 -6.47 0.86
H 1.05 -6.85 -0.31
H 1.98 -5.03 -1.38
H 0.72 -4.19 -0.48
H 2.44 -3.22 1.54
H 5.05 -4.10 0.35
H 4.35 -4.82 1.62
H 3.44 0.06 -2.06
H 4.06 0.49 -0.44
H 4.85 -0.75 -1.42
H 1.19 -0.39 -0.58
H 2.05 -0.14 0.91
H 1.22 -1.67 0.61
C -0.34 5.88 4.15
C -0.25 5.39 2.68
C -1.31 4.31 2.36
C -0.97 2.89 2.79
C 0.45 2.52 2.36
C 1.48 3.53 2.85
N 1.13 4.90 2.39
O 1.40 5.02 1.13
C 1.57 3.42 4.39
C 2.87 3.15 2.35
C -0.59 6.61 1.83
H 0.49 5.56 4.76
H -0.32 6.97 4.20
H -1.26 5.54 4.64
H -1.47 4.30 1.28
H -2.26 4.62 2.80
H -1.09 2.77 3.87
H -1.68 2.20 2.33
H 0.70 1.52 2.73
H 0.49 2.46 1.26
H 2.28 4.14 4.79
H 1.92 2.42 4.66
H 0.62 3.56 4.89
H 2.91 3.08 1.26
H 3.16 2.18 2.76
H 3.61 3.89 2.67
H 0.18 7.38 1.92
H -1.53 7.02 2.18
H -0.70 6.36 0.77
C -1.30 -0.44 -5.80
C -1.39 -1.13 -4.41
C -2.61 -2.07 -4.31
C -3.95 -1.40 -4.00
C -3.81 -0.43 -2.83
C -2.70 0.59 -3.06
N -1.40 -0.10 -3.33
O -0.92 -0.58 -2.23
C -3.13 1.52 -4.21
C -2.56 1.50 -1.84
C -0.15 -2.01 -4.31
H -1.51 0.62 -5.76
H -0.29 -0.51 -6.20
H -1.98 -0.89 -6.52
H -2.42 -2.80 -3.52
H -2.69 -2.64 -5.23
H -4.34 -0.89 -4.88
H -4.68 -2.17 -3.75
H -4.75 0.09 -2.66
H -3.61 -1.00 -1.91
H -2.35 2.26 -4.42
H -4.03 2.07 -3.92
H -3.37 1.00 -5.13
H -2.37 0.94 -0.93
H -3.48 2.06 -1.69
H -1.74 2.21 -1.98
H 0.76 -1.40 -4.27
H -0.10 -2.64 -5.20
H -0.16 -2.66 -3.44

The net charge is +1. As for the expectation value of S²: 2.0082. The value obtained for the max |F| is 0.0397 hartree/bohr. The LUMO energy (alpha / beta) is -0.0948 / -0.0949 hartree. The calculation puts the calculated total energy at -51268.2396 eV. The calculation puts the frontier orbital gap (alpha / beta) at 7.485 / 8.427 eV. The spin multiplicity is 3.

---

ORCA calculation (ωB97M-V with the def2-TZVPD basis set) on C25H31BrN4O2 in the gas phase.

Geometry (Å):
C 5.36 1.16 1.35
C 4.42 0.14 0.80
C 4.37 -1.16 1.30
C 3.50 -2.10 0.79
C 2.63 -1.77 -0.25
C 1.69 -2.84 -0.71
O 1.85 -4.01 -0.42
N 0.66 -2.41 -1.47
C -0.43 -3.30 -1.79
C -1.77 -2.56 -1.73
N -1.97 -1.93 -0.45
C -1.42 -0.74 -0.12
N -0.55 0.01 -0.70
C -0.39 1.16 0.18
C -1.20 0.88 1.49
C -0.30 0.71 2.73
C 0.59 -0.52 2.63
C -1.13 0.69 4.01
N -1.90 -0.31 1.08
C -2.75 -1.31 1.66
C -3.11 -2.16 0.42
C -4.44 -1.68 -0.22
C -4.45 -0.19 -0.42
C -3.82 0.38 -1.52
C -3.73 1.75 -1.65
C -4.28 2.58 -0.68
O -4.19 3.94 -0.76
C -4.94 2.02 0.40
C -5.02 0.65 0.52
C 2.67 -0.49 -0.78
C 3.55 0.43 -0.25
Br 3.55 2.19 -1.00
H 4.80 2.02 1.73
H 5.95 0.74 2.16
H 6.03 1.52 0.57
H 5.04 -1.43 2.11
H 3.47 -3.10 1.19
H 0.42 -1.41 -1.47
H -0.29 -3.72 -2.79
H -0.41 -4.13 -1.07
H -2.58 -3.26 -1.92
H -1.77 -1.79 -2.52
H -0.77 2.05 -0.33
H 0.67 1.32 0.39
H -1.92 1.68 1.68
H 0.34 1.60 2.76
H 1.14 -0.53 1.70
H 1.31 -0.53 3.45
H 0.00 -1.43 2.69
H -1.78 -0.18 4.04
H -1.75 1.58 4.08
H -0.48 0.65 4.88
H -2.21 -1.93 2.40
H -3.63 -0.88 2.14
H -3.19 -3.22 0.66
H -4.57 -2.20 -1.17
H -5.26 -1.98 0.45
H -3.41 -0.25 -2.29
H -3.23 2.17 -2.51
H -3.71 4.19 -1.56
H -5.38 2.68 1.13
H -5.55 0.23 1.37
H 2.03 -0.20 -1.60

The value obtained for the max |F| is 0.0134 hartree/bohr. The LUMO energy is 0.0215 hartree. As for the energy above the lowest of the compared OMol25 structures with the same formula, charge and spin: 3.0 kJ/mol. The calculation puts the calculated total energy at -106527.8040 eV. The calculation puts the frontier orbital gap at 8.694 eV. The spin multiplicity is 1. As for the SMILES: Cc1ccc(C(=O)NCCN2C3=NC[C@H](C(C)C)N3C[C@H]2Cc2ccc(O)cc2)cc1Br.

---

ORCA calculation (ωB97M-V with the def2-TZVPD basis set) on 2 unconnected molecules or ions with the total composition C5H10N5 in a non-equilibrium geometry.

Geometry (Å):
C -0.68 1.05 -0.53
C -2.29 -0.66 0.37
C 3.45 -1.04 0.47
C 2.89 0.10 0.07
C -1.56 0.60 0.59
N -0.36 0.20 -1.49
N -3.26 -1.03 1.01
N -1.67 -1.44 -0.68
N -0.08 2.22 -0.46
N -0.80 -1.01 -1.53
H 3.86 -1.25 1.48
H 3.75 -1.81 -0.31
H 2.84 0.94 0.62
H -0.99 0.37 1.54
H -2.13 1.50 0.79
H -3.68 -1.98 0.97
H -2.13 -2.34 -0.77
H -0.31 2.96 0.20
H 0.48 2.40 -1.33
H 2.66 0.21 -1.00

The net charge is +1. The value obtained for the max |F| is 0.0712 hartree/bohr. The LUMO energy is -0.2188 hartree. As for the energy above the lowest of the compared OMol25 structures with the same formula, charge and spin: 321.9 kJ/mol. The calculation puts the calculated total energy at -12787.3706 eV. The calculation puts the frontier orbital gap at 7.078 eV. The spin multiplicity is 1.

---

ORCA calculation (ωB97M-V with the def2-TZVPD basis set) on 2 unconnected molecules or ions with the total composition C3H8O3S in a non-equilibrium geometry.

Geometry (Å):
O -0.07 -1.68 1.69
C 0.43 -1.56 0.60
O 1.71 -1.47 0.29
C -0.36 -1.71 -0.67
C -1.16 -0.40 -1.02
S -0.41 1.08 -2.00
H 2.11 -0.96 1.02
H 0.20 -1.94 -1.61
H -1.06 -2.53 -0.53
H -1.70 -0.06 -0.16
H -1.89 -0.77 -1.79
H -0.81 2.08 -1.15
H 0.30 3.56 2.07
H 1.75 3.45 1.39
O 0.96 2.91 1.87

The net charge is +1. As for the expectation value of S²: 0.7537. The value obtained for the max |F| is 0.0784 hartree/bohr. The LUMO energy (alpha / beta) is -0.1638 / -0.3428 hartree. As for the energy above the lowest of the compared OMol25 structures with the same formula, charge and spin: 85.3 kJ/mol. The calculation puts the calculated total energy at -20208.5211 eV. The calculation puts the frontier orbital gap (alpha / beta) at 10.150 / 5.235 eV. The spin multiplicity is 2.